DFT (ωB97M-V/def2-TZVPD) results for a single C4H10O molecule.

Last columns: bonded neighbours and bond lengths (Å).
Cartesian coordinates (Å):
1 C -1.135 -0.127 -0.819  H4 1.096, C5 1.527, H6 1.096, H9 1.096
2 H 1.654 0.384 -1.428  C12 1.101
3 H 2.858 -0.436 -0.407  C12 1.095
4 H -1.998 0.545 -0.892  C1 1.096
5 C -0.165 0.380 0.246  C1 1.527, C7 1.519, H8 1.105, O11 1.416
6 H -0.662 -0.174 -1.806  C1 1.096
7 C -0.808 0.419 1.622  C5 1.519, H10 1.093, H13 1.095, H14 1.095
8 H 0.163 1.398 -0.032  C5 1.105
9 H -1.494 -1.129 -0.561  C1 1.096
10 H -0.081 0.751 2.369  C7 1.093
11 O 0.984 -0.437 0.374  C5 1.416, C12 1.407
12 C 1.821 -0.472 -0.756  H2 1.101, H3 1.095, O11 1.407, H15 1.099
13 H -1.666 1.098 1.631  C7 1.095
14 H -1.152 -0.582 1.904  C7 1.095
15 H 1.669 -1.395 -1.333  C12 1.099

Calculated values
- structure (SMILES) = COC(C)C
- frontier orbital gap (eV) = 10.84
- relative energy (zero: lowest compared OMol25 entry of this formula, charge and spin) (eV) = 0.591
- E_HOMO (eV) = -9.7
- electronic energy (Eh) = -233.623246